Entry from OMol25: a cluster of 13 separate species, C66H97N3O30 in total (ωB97M-V with the def2-TZVPD basis set).

CARTESIAN COORDINATES (ANGSTROEM)
C  -17.99717  3.16962  -16.86067
O  -18.67467  1.99446  -16.56099
C  -17.82828  0.90015  -16.20230
C  -18.72819  0.11398  -15.27161
N  -19.11693  0.66188  -13.99659
C  -20.22398  0.04191  -13.36572
C  -20.16965  0.26547  -11.86216
O  -20.07183  1.61420  -11.57004
C  -20.75491  1.88288  -10.31651
H  -17.24730  3.04702  -17.64217
H  -17.53755  3.45554  -15.91457
H  -18.62219  4.01364  -17.15237
H  -16.76375  0.98433  -15.98365
H  -17.77071  0.23426  -17.06332
H  -18.31128  -0.89266  -15.24063
H  -19.65547  0.11307  -15.84453
H  -19.09516  1.64603  -13.77060
H  -20.35766  -1.03765  -13.43475
H  -21.07380  0.58055  -13.78501
H  -19.42721  -0.33213  -11.33322
H  -21.13909  -0.10080  -11.52432
H  -20.72167  2.95832  -10.14215
H  -20.11619  1.47437  -9.53340
H  -21.76616  1.51862  -10.13543
C  -22.63834  13.07068  -25.39817
O  -21.47491  13.04927  -24.45268
C  -21.80748  13.65606  -23.25452
C  -21.06246  13.05704  -22.09309
N  -21.67887  11.75766  -21.68266
C  -21.09130  11.31867  -20.39200
C  -21.32154  9.78413  -20.32794
O  -20.47697  9.12880  -21.34480
C  -19.01222  9.03756  -21.26560
H  -22.70739  14.11853  -25.69031
H  -23.56687  12.65542  -25.00639
H  -22.54210  12.53654  -26.34344
H  -22.89000  13.66996  -23.12781
H  -21.35168  14.61700  -23.49311
H  -20.99738  13.70161  -21.21651
H  -20.09373  12.69491  -22.43736
H  -21.62190  11.05107  -22.40211
H  -21.58108  11.96854  -19.66683
H  -20.03043  11.55376  -20.47800
H  -22.38497  9.59977  -20.48036
H  -20.98501  9.60215  -19.30729
H  -18.55087  10.02282  -21.19831
H  -18.59346  8.53417  -22.13701
H  -18.85855  8.43906  -20.36768
C  -10.54591  11.25261  -20.57863
O  -10.04394  11.91336  -21.70123
C  -9.78867  10.97675  -22.83206
C  -11.05665  10.31498  -23.71293
N  -12.21125  9.68447  -23.04746
C  -11.90742  8.38204  -22.41783
C  -12.95785  7.89337  -21.40569
O  -14.21481  8.69581  -21.60713
C  -15.07712  8.55159  -20.50518
H  -10.21294  10.21658  -20.51626
H  -11.63574  11.23589  -20.58759
H  -10.27721  11.85884  -19.71353
H  -9.08181  10.30711  -22.34212
H  -9.15436  11.39433  -23.61397
H  -10.83210  9.49642  -24.39675
H  -11.43575  11.06631  -24.40567
H  -12.92471  9.37341  -23.69113
H  -10.92013  8.45790  -21.96221
H  -11.69146  7.54658  -23.08377
H  -12.44082  7.88814  -20.44614
H  -13.16345  6.83287  -21.55114
H  -16.13107  8.68236  -20.75053
H  -14.59649  9.14469  -19.72715
H  -15.00947  7.53964  -20.10584
C  -22.33758  7.04283  -17.99661
C  -22.41821  6.16214  -19.08384
C  -23.63587  5.85507  -19.67536
C  -24.77147  6.50793  -19.22388
C  -24.70550  7.63276  -18.39016
C  -23.44859  7.96402  -17.86044
O  -23.26444  8.97953  -16.99233
O  -23.76549  4.89050  -20.69622
H  -21.43058  7.32484  -17.48257
H  -21.57871  5.53880  -19.35418
H  -25.68803  6.31494  -19.76155
H  -25.60817  8.18111  -18.16457
H  -24.12587  9.35917  -16.80414
H  -24.63780  5.06860  -21.05530
C  -20.72005  9.22450  -10.50292
C  -20.13452  8.33644  -11.41713
C  -19.32849  7.28250  -11.04319
C  -18.99189  7.16626  -9.67655
C  -19.51924  8.04212  -8.69916
C  -20.41621  9.00961  -9.11423
O  -21.02272  9.74543  -8.16357
O  -18.97586  6.32430  -11.97224
H  -21.47037  9.96795  -10.72812
H  -20.27012  8.66472  -12.43704
H  -18.21148  6.56957  -9.22785
H  -19.37699  7.80907  -7.65425
H  -21.10314  9.25244  -7.34375
H  -18.49080  5.55446  -11.66623
C  -21.26238  3.87857  -15.60865
C  -21.64358  4.53484  -14.43181
C  -22.58647  3.93292  -13.65252
C  -23.01217  2.63233  -13.82391
C  -22.56792  1.87993  -14.97686
C  -21.69112  2.54878  -15.80626
O  -21.25433  1.81357  -16.90981
O  -22.98324  4.52187  -12.46355
H  -20.48816  4.24771  -16.26496
H  -21.24200  5.51025  -14.20006
H  -23.73781  2.36518  -13.06995
H  -22.88968  0.87486  -15.20645
H  -20.32172  2.04109  -16.91724
H  -23.14872  5.41756  -12.76680
C  -17.77532  10.55833  -17.04477
C  -18.99017  10.20360  -16.69437
C  -20.06982  11.16138  -16.58873
C  -19.77324  12.52937  -16.59329
C  -18.47781  12.85848  -16.78242
C  -17.50271  11.93217  -17.06224
O  -16.30096  12.26208  -17.45144
O  -21.32861  10.76732  -16.43188
H  -17.07942  9.75909  -17.25292
H  -19.16593  9.14014  -16.62673
H  -20.43807  13.35240  -16.81016
H  -18.27479  13.89898  -16.98869
H  -15.65480  11.58056  -17.25236
H  -21.42236  9.81295  -16.47667
C  -18.11788  6.93348  -17.08987
C  -16.94290  6.63142  -17.79973
C  -15.82807  6.16316  -17.08732
C  -15.77461  6.16458  -15.70807
C  -16.91960  6.38438  -14.97755
C  -18.11744  6.71223  -15.67235
O  -19.29153  6.77008  -14.88217
O  -14.76175  5.85359  -17.79852
H  -19.00376  7.26016  -17.61419
H  -16.93746  6.95966  -18.82863
H  -14.81292  6.10111  -15.22071
H  -17.01867  6.15720  -13.92637
H  -19.06956  6.82764  -13.94996
H  -14.80042  5.27173  -18.56112
C  -14.31743  4.07543  -12.17199
C  -15.43602  4.08042  -11.32364
C  -16.66420  3.52119  -11.88992
C  -16.77927  3.03823  -13.18682
C  -15.67928  3.13446  -14.01532
C  -14.51057  3.59691  -13.54353
O  -13.47455  3.75634  -14.37123
O  -17.82465  3.64596  -11.14495
H  -13.49586  4.59932  -11.70620
H  -15.48076  4.61370  -10.38555
H  -17.69735  2.67131  -13.62144
H  -15.68332  2.85232  -15.05781
H  -12.67959  3.92834  -13.86126
H  -18.48915  2.95444  -11.18794
C  -14.31147  0.85486  -18.66232
C  -13.17571  0.88473  -19.65420
O  -13.10679  2.15034  -20.03261
C  -14.14688  2.79676  -19.66894
O  -14.31650  4.01946  -19.94099
O  -15.08144  1.96270  -19.06978
H  -14.11874  0.78465  -17.59179
H  -14.85981  -0.04128  -18.95276
H  -13.59650  0.32475  -20.48934
H  -12.32753  0.46042  -19.11694
C  -17.47044  10.07074  -12.88043
C  -16.73997  11.04672  -13.78273
O  -15.68856  10.22931  -14.31953
C  -15.41228  9.23720  -13.57821
O  -14.45185  8.46452  -13.76764
O  -16.43086  9.13869  -12.62348
H  -18.30410  9.67225  -13.45864
H  -17.83979  10.54143  -11.96932
H  -16.46099  11.94028  -13.22432
H  -17.38037  11.31847  -14.62185
C  -11.88105  7.41665  -17.14025
C  -10.83477  6.96966  -16.14344
O  -9.76005  6.54863  -16.85382
C  -9.88449  7.26433  -18.10886
O  -8.97371  7.40769  -18.93266
O  -11.06415  7.89710  -18.10587
H  -12.54673  8.15450  -16.69242
H  -12.44992  6.53442  -17.43377
H  -11.21033  6.07219  -15.65189
H  -10.44373  7.68834  -15.42324
C  -18.27316  2.17360  -20.85830
C  -18.58169  2.75920  -22.16372
O  -18.86977  4.10626  -21.76561
C  -19.04254  4.29970  -20.42394
O  -19.27567  5.33854  -19.79473
O  -18.82118  2.99829  -19.86266
H  -17.19218  2.12093  -20.72865
H  -18.70755  1.17736  -20.94141
H  -19.30827  2.12773  -22.67501
H  -17.65376  2.88895  -22.72068

- LUMO (eV) = -0.099
- energy relative to the best compared isomer or geometry (same formula, charge and spin) (kJ/mol) = 407.7
- charge = 0
- gap between HOMO and LUMO (eV) = 7.3

Here are the Mulliken charges for atoms 1 to 8, given in e: C 1.186; O 0.211; C -0.701; C -1.045; N 0.198; C 0.007; C -1.006; O -0.155



Entry from OMol25: a structure of composition C32H44BrN3P2W (ωB97M-V with the def2-TZVPD basis set).

CARTESIAN COORDINATES (ANGSTROEM)
C  1.05523  4.82922  -1.09458
C  0.39787  3.76574  -1.73214
C  0.06948  3.87290  -3.09057
C  0.40357  5.05807  -3.76716
N  1.01821  6.06778  -3.15575
C  1.33517  5.97637  -1.87020
C  -0.05632  2.55980  -1.00403
C  -1.31732  1.98796  -0.88171
C  -2.27792  1.09417  -1.44979
C  -1.54075  -0.06086  -1.86485
C  -2.01521  -0.26968  -0.43838
C  -3.50666  -0.81431  -0.20006
C  -4.33067  0.01120  -1.06341
C  -3.71348  1.09503  -1.64055
W  0.08877  1.04617  0.19851
P  2.33580  -0.10998  0.44204
H  -0.45706  3.07589  -3.60945
H  1.30623  4.80826  -0.03618
H  0.15609  5.17445  -4.82485
H  1.83384  6.84020  -1.41826
H  -4.18923  1.89759  -2.18412
H  -0.44201  -0.06391  -1.97452
H  -5.40854  -0.11594  -1.02481
H  1.67088  1.60965  -0.16516
C  2.18807  -1.52752  1.63251
C  3.12782  -2.71564  1.38129
H  1.14113  -1.87101  1.61644
H  2.33330  -1.12100  2.64708
H  2.84185  -3.55702  2.03174
H  3.08274  -3.09429  0.35117
H  4.17547  -2.46631  1.60070
C  3.02996  -0.73097  -1.14438
C  3.82716  0.26558  -1.99079
H  2.16671  -1.09334  -1.72743
H  3.63353  -1.62038  -0.91663
H  4.04311  -0.20135  -2.96215
H  3.25645  1.18175  -2.19411
H  4.79357  0.54370  -1.54430
C  3.63812  0.92904  1.22405
C  4.96614  0.22488  1.50341
H  3.19830  1.32324  2.15010
H  3.77666  1.79761  0.56430
H  5.72489  0.96977  1.77877
H  4.88916  -0.48598  2.33608
H  5.35187  -0.31327  0.62856
Br  -4.24377  -1.26111  1.44627
P  -2.11171  -2.13297  -0.73853
C  -0.51710  -2.58859  -0.04090
C  0.11199  -3.86215  -0.60106
H  -0.64275  -2.67099  1.05182
H  0.13138  -1.71454  -0.23546
H  1.16396  -3.93557  -0.29548
H  -0.40124  -4.75070  -0.21366
H  0.09247  -3.91076  -1.69740
C  -3.15112  -3.68913  -0.51753
C  -4.26387  -3.92872  -1.54353
H  -3.57224  -3.64230  0.49175
H  -2.43330  -4.52329  -0.51918
H  -4.88283  -4.77660  -1.22741
H  -4.94781  -3.07438  -1.66183
H  -3.85215  -4.16914  -2.53329
C  -2.23203  -2.04198  -2.57590
C  -1.36675  -2.91492  -3.44464
H  -2.05574  -0.86221  -2.79566
H  -3.28441  -2.19186  -2.82846
H  -1.54857  -2.68324  -4.50691
H  -0.30149  -2.75486  -3.25280
H  -1.61157  -3.98093  -3.33288
N  -2.30993  2.74475  3.18206
C  -1.93896  2.50469  1.91116
N  -0.73927  1.88573  1.89907
C  -0.27139  1.81778  3.24450
C  0.80414  1.08550  3.74651
C  0.74533  0.71855  5.09315
C  -0.30084  1.18392  5.90758
C  -1.33861  1.97785  5.40103
C  -1.28829  2.30537  4.05180
H  -3.18861  3.18666  3.44440
H  -2.51209  2.74444  1.01063
H  1.62411  0.82305  3.07620
H  1.50749  0.06073  5.52409
H  -0.30654  0.90779  6.96271
H  -2.16786  2.34086  6.00136

- 2S+1 = 3
- LUMO (spin up / spin down) (eV) = -14.009 / -15.212
- energy relative to the best compared isomer or geometry (same formula, charge and spin) (kJ/mol) = 352.7
- charge = +4
- gap between HOMO and LUMO (spin up / spin down) (eV) = 4.8 / 3.6

Here are the Mulliken charges for atoms 1 to 8, given in e: C -0.302; C 0.733; C -0.604; C -0.485; N -0.436; C -0.529; C -0.381; C 0.544



Entry from OMol25: the ion C5H12NO with charge +1 (ωB97M-V with the def2-TZVPD basis set).

CARTESIAN COORDINATES (ANGSTROEM)
O  -0.31310  -2.31185  1.31947
C  -1.00580  -1.34499  1.40731
C  -0.76149  -0.06717  0.56706
C  -0.08218  -0.31336  -0.77719
C  -0.23687  0.89697  -1.68975
C  1.40549  -0.67529  -0.61673
N  0.02082  0.95367  1.36464
H  -1.88578  -1.33492  2.07529
H  -1.74388  0.37827  0.46331
H  -0.55263  -1.22009  -1.15619
H  -0.03007  0.68140  -2.73241
H  0.43707  1.68263  -1.32843
H  -1.23563  1.34004  -1.62077
H  1.59637  -1.47455  0.09359
H  2.01587  0.21348  -0.43641
H  1.72605  -1.04944  -1.58026
H  -0.43335  1.15333  2.25670
H  0.98429  0.65892  1.54443
H  0.09482  1.83297  0.84635

- structure (SMILES) = CC(C)[C@H]([NH3+])C=O
- LUMO (eV) = -4.211
- energy relative to the best compared isomer or geometry (same formula, charge and spin) (kJ/mol) = 69.5
- charge = +1
- gap between HOMO and LUMO (eV) = 10.4

Here are the Mulliken charges for atoms 1 to 8, given in e: O -0.359; C -0.225; C -0.186; C 0.438; C -1.528; C -1.558; N -0.294; H 0.390



- Which value of charge does entry 2 give?
  +4



- Number 2 is which compound?
  C32H44BrN3P2W